Computed, not measured: C21H34AsBN7O3Si2W as an isolated structure at a distorted geometry, with the ωB97M-V functional and the def2-TZVPD basis.

Structure (XYZ):
```
70
Properties=species:S:1:pos:R:3:forces:R:3:mulliken_charge:R:1
W -0.027335 0.405367 1.524308 -4.206 1.022 0.223 1.168
C -0.970645 -3.301664 2.861869 0.520 0.528 -0.149 -0.874
C -1.291525 -1.947803 2.985108 1.454 -0.145 0.724 -0.221
N -0.118183 -1.176667 2.937445 -0.782 -2.146 -1.555 -0.519
N 0.937860 -2.088663 2.682421 -2.482 -1.003 1.583 0.396
C 0.426386 -3.362772 2.676870 0.022 2.235 0.281 -0.236
B 2.384247 -1.528247 2.844926 -0.566 0.542 -1.142 0.156
N 2.296591 -0.112504 3.551153 -0.197 1.985 0.297 -0.183
C 2.676172 0.250803 4.804749 -1.571 0.445 -0.607 -0.091
C 2.100284 1.486781 5.146169 0.582 -0.044 -1.137 -1.234
C 1.443569 1.949430 3.946329 1.910 -1.845 2.561 -0.008
N 1.598967 1.009190 3.019416 -1.252 -1.146 -0.303 0.104
N 2.714558 -1.239278 1.341439 -0.650 1.520 -1.680 -0.014
C 3.722703 -1.511677 0.505015 0.199 1.333 0.113 -0.187
C 3.844662 -0.517629 -0.475486 -0.648 0.351 0.691 -1.056
C 2.775734 0.370854 -0.178101 1.006 -1.177 -1.256 -0.451
N 2.014768 -0.107675 0.792725 0.168 -1.386 0.995 0.441
H -1.643397 -4.155110 2.916279 0.203 0.397 -0.005 0.493
H -2.243370 -1.508102 3.297863 0.453 0.153 -0.601 0.556
H 1.091397 -4.211503 2.598983 -0.077 0.076 -0.039 0.505
H 3.089467 -2.337084 3.361856 0.179 0.292 0.029 -0.061
H 3.262940 -0.447999 5.363187 0.188 -0.037 0.376 0.473
H 2.275325 2.008664 6.084612 -0.237 -0.091 -0.409 0.425
H 0.952407 2.897582 3.804850 -0.222 -0.155 -0.317 0.433
H 4.380965 -2.325141 0.700559 0.287 -0.437 0.179 0.518
H 4.629069 -0.412116 -1.234116 -0.593 -0.090 0.473 0.461
H 2.576570 1.297371 -0.690303 -0.420 0.017 -0.067 0.452
C -1.284565 3.424956 0.517970 -0.048 -0.088 -0.333 -0.534
C -0.036108 2.770898 0.801646 -0.016 0.723 -0.387 0.969
C 1.048975 3.590429 1.172585 -0.656 0.862 -0.051 -0.317
C 0.852419 4.985167 1.218523 1.943 -1.043 0.251 -0.765
C -0.260646 5.565647 0.663798 -0.681 -0.009 0.391 -0.373
C -1.380219 4.806142 0.335848 0.463 -1.051 0.647 -0.744
H -2.184172 2.834147 0.461184 -0.057 -0.282 -0.436 0.553
H 0.164048 1.877858 0.123973 0.043 0.457 0.144 -0.286
H 2.011209 3.204326 1.472112 0.089 -0.216 -0.182 0.605
H 1.704750 5.572777 1.606090 -0.735 -0.134 -0.394 0.396
H -0.320171 6.627999 0.607037 0.040 0.645 -0.143 0.422
H -2.309898 5.281993 0.035417 0.158 -0.243 0.078 0.422
C -2.488553 -3.764244 -3.227394 1.349 -0.236 -0.826 -1.163
Si -2.565374 -2.341149 -2.000637 -1.966 -1.356 -1.444 0.678
C -3.025077 -3.294823 -0.441143 0.438 1.205 0.693 -1.078
C -4.172893 -1.512465 -2.596391 0.283 0.138 1.273 -1.243
As -0.775683 -0.925216 -1.898986 1.652 0.388 0.867 -0.071
Si 0.422936 -0.073042 -3.742157 -0.631 0.297 -1.719 0.561
C 1.900633 -1.091355 -4.180445 0.304 -0.183 0.297 -0.972
C -0.646849 -0.227876 -5.285306 -0.314 0.502 -0.122 -1.014
C 1.064403 1.717664 -3.545842 -1.087 0.029 1.075 -0.972
H -3.526798 -4.022215 -3.448430 0.074 -0.121 0.078 0.317
H -1.964626 -4.639355 -2.818238 -0.267 0.105 0.031 0.352
H -1.973902 -3.574795 -4.195993 -0.442 0.126 0.514 0.267
H -3.717657 -4.102406 -0.718102 0.067 0.435 0.116 0.345
H -3.455387 -2.566054 0.277355 -0.157 -0.634 -0.249 0.325
H -2.161354 -3.721882 0.060492 0.170 -0.228 -0.011 0.220
H -4.411513 -1.814969 -3.606497 -0.025 0.092 -0.224 0.371
H -4.156416 -0.436774 -2.487235 -0.097 0.350 -0.240 0.357
H -4.957197 -1.862304 -1.901671 0.143 0.005 -0.399 0.357
H 1.613235 -2.117472 -4.377405 0.007 -0.211 -0.268 0.316
H 2.591956 -1.116729 -3.357354 0.542 -0.083 0.449 0.231
H 2.434369 -0.657699 -5.040313 -0.343 -0.129 0.158 0.317
H -1.199708 -1.182633 -5.271993 0.354 0.272 -0.152 0.204
H 0.001187 -0.155012 -6.190292 -0.560 -0.097 0.535 0.316
H -1.411831 0.572583 -5.321467 0.342 -0.335 -0.120 0.299
H 2.107522 1.709861 -3.238526 0.229 0.042 -0.359 0.337
H 0.538370 2.249914 -2.721294 0.109 -0.195 -0.503 0.162
H 0.885270 2.305761 -4.462130 0.306 -0.349 0.316 0.382
O -3.629212 2.792237 2.710501 4.672 -1.469 2.371 -0.417
N -2.485203 2.438073 3.241780 -3.934 0.133 -2.764 0.156
O -1.527760 0.311919 0.624727 3.817 -0.076 2.024 -0.405
O -2.212694 1.175713 2.974084 1.155 0.765 -0.240 -0.326
```
Positions in Å, forces in eV/Å.

E_HOMO (spin up / spin down), eV: -10.64 / -10.39
Energy relative to the best compared isomer or geometry (same formula, charge and spin), kJ/mol: 260.8
Net charge: +1
Multiplicity: 3
M, g/mol: 758.30
Kohn-Sham gap (spin up / spin down), hartree: 0.2033 / 0.1897

***

Computed, not measured: C21H34AuBN6O3S5 as an isolated structure, with the ωB97M-V functional and the def2-TZVPD basis.

Structure (XYZ):
```
71
Properties=species:S:1:pos:R:3:forces:R:3:mulliken_charge:R:1
Au 0.701782 -0.304884 0.603253 -0.304 -0.132 -0.358 0.942
C 4.378282 3.776175 3.240097 -0.010 -0.021 -0.034 -2.173
C 3.087797 3.050471 2.868812 -0.027 0.042 -0.025 1.227
C 3.206581 1.579677 3.258256 0.013 0.012 0.062 -1.470
C 1.917229 3.740771 3.568513 0.010 0.020 0.158 -1.609
N 2.902504 3.129981 1.384595 0.079 -0.095 -0.029 0.376
C 3.864837 3.530070 0.480881 -0.018 0.014 -0.084 -0.254
C 3.367152 3.310679 -0.753316 0.047 0.116 0.121 -1.400
N 2.112985 2.767923 -0.622140 0.017 0.057 -0.071 0.666
B 1.402802 2.297330 -1.931280 -0.031 -0.029 0.064 0.771
N -0.016807 1.671439 -1.775852 0.002 0.067 0.026 0.188
C -0.420522 0.459535 -2.269459 -0.226 -0.143 -0.091 -0.751
C -1.741182 0.315704 -1.995804 0.261 -0.158 -0.136 -0.487
N -2.147007 1.434663 -1.320852 0.034 0.089 0.119 0.740
C -1.075058 2.251169 -1.190696 -0.070 0.135 -0.023 0.012
S -0.935500 3.689549 -0.285194 -0.137 0.202 -0.066 -0.109
C -3.546487 1.702175 -0.858080 0.033 0.005 -0.045 1.027
C -4.055259 2.934073 -1.602886 -0.042 0.005 0.023 -1.628
C -4.406606 0.492329 -1.208851 -0.026 0.043 0.019 -1.994
C -3.586272 1.907316 0.654089 -0.018 -0.005 0.019 -1.262
N 2.286199 1.208458 -2.584634 -0.036 0.009 0.027 -0.057
C 2.419333 1.099333 -3.948558 0.033 -0.071 -0.136 -1.280
C 3.041741 -0.066300 -4.214552 0.002 0.117 -0.041 -0.112
N 3.298969 -0.683481 -3.004554 -0.079 0.020 -0.029 0.355
C 2.830598 0.112774 -2.011919 0.045 -0.097 0.131 0.242
S 2.995405 -0.186703 -0.329630 -0.022 0.061 0.265 -0.422
C 3.882635 -2.054700 -2.852042 0.013 -0.021 -0.019 1.300
C 4.221896 -2.597245 -4.239163 0.015 -0.009 0.063 -2.230
C 2.837220 -2.964000 -2.208230 0.056 0.004 0.001 -1.627
C 5.170316 -1.974994 -2.035651 0.006 -0.038 -0.011 -1.559
C 1.849692 2.662085 0.682972 -0.123 -0.136 0.124 -0.028
S 0.409640 1.989170 1.371825 0.127 0.070 0.079 -0.333
H 4.448220 3.801695 4.325393 0.009 -0.020 0.020 0.465
H 4.384718 4.804289 2.880616 -0.012 0.075 0.002 0.495
H 5.260501 3.256594 2.868616 0.032 -0.009 -0.061 0.469
H 3.402636 1.505299 4.327726 0.008 -0.001 0.032 0.481
H 4.028928 1.108448 2.719669 0.027 -0.014 -0.010 0.322
H 2.293051 1.029425 3.047068 -0.039 -0.046 0.000 0.317
H 2.198898 3.937629 4.602496 -0.017 -0.010 0.036 0.488
H 1.020393 3.128242 3.571735 0.050 0.059 0.021 0.348
H 1.688998 4.694055 3.092792 0.008 0.060 -0.021 0.375
H 4.804662 3.946387 0.777913 0.074 0.016 0.035 0.559
H 3.799707 3.498127 -1.717097 0.039 0.021 -0.079 0.543
H 1.342917 3.234969 -2.677146 0.030 0.041 -0.058 -0.182
H 0.243041 -0.218783 -2.768833 0.049 -0.058 -0.052 0.476
H -2.391098 -0.510105 -2.198948 -0.008 -0.052 -0.014 0.429
H -4.041851 2.767198 -2.680386 0.006 -0.009 -0.031 0.376
H -3.456915 3.814828 -1.372928 -0.003 -0.024 0.006 0.351
H -5.081919 3.131695 -1.297957 -0.050 0.019 0.000 0.468
H -4.430311 0.302267 -2.281757 -0.011 0.005 -0.035 0.479
H -5.424386 0.707724 -0.889277 -0.029 -0.011 0.009 0.473
H -4.071300 -0.403234 -0.684962 0.024 -0.014 0.015 0.378
H -3.080653 2.818128 0.956079 0.005 0.021 0.008 0.327
H -3.138618 1.064523 1.177597 0.035 -0.078 0.009 0.211
H -4.630917 1.977271 0.955505 -0.042 0.003 0.027 0.485
H 2.057760 1.864990 -4.608672 -0.029 0.033 -0.045 0.577
H 3.332160 -0.489752 -5.153581 0.006 -0.020 -0.058 0.552
H 3.336478 -2.712345 -4.863066 -0.045 0.005 -0.023 0.479
H 4.660778 -3.584267 -4.107530 0.002 -0.024 0.001 0.449
H 4.953717 -1.977228 -4.756759 0.036 0.029 -0.015 0.503
H 1.941502 -3.006479 -2.828714 -0.048 -0.001 -0.029 0.360
H 2.553218 -2.643172 -1.210099 -0.005 -0.009 0.011 0.388
H 3.246393 -3.970530 -2.139260 0.011 -0.072 0.015 0.479
H 5.881396 -1.297931 -2.510133 0.030 0.030 -0.025 0.393
H 5.617272 -2.967340 -1.996160 0.030 -0.043 0.006 0.480
H 4.985859 -1.641875 -1.019357 0.002 -0.011 -0.003 0.310
O 0.706201 -2.583834 0.456778 0.068 0.073 0.244 -0.556
S -0.120224 -2.690687 1.725059 -0.184 -0.148 -0.125 1.031
O 0.634015 -2.227621 2.869045 0.051 -0.180 0.088 -0.587
O -0.793715 -3.952801 1.836818 0.045 0.022 -0.043 -0.632
S -1.495206 -1.171569 1.297857 0.222 0.211 0.039 -0.422
```
Positions in Å, forces in eV/Å.

E_HOMO (spin up / spin down), eV: -6.87 / -7.74
Net charge: 0
Multiplicity: 3
M, g/mol: 786.66
Kohn-Sham gap (spin up / spin down), hartree: 0.2630 / 0.2076

***

Computed, not measured: C21H34BFNO15S2 as an isolated structure, with the ωB97M-V functional and the def2-TZVPD basis.

Structure (XYZ):
```
75
Properties=species:S:1:pos:R:3:forces:R:3:mulliken_charge:R:1
C -0.022760 5.371515 0.757905 -0.329 -0.053 0.211 -0.869
B 0.713207 4.480526 1.794737 0.028 -0.035 -0.013 0.329
O 1.256546 4.939203 2.969238 0.070 0.572 -0.539 -0.492
S 0.898635 2.633015 1.464279 0.084 -0.024 0.086 0.946
O 2.191263 2.175568 1.944461 0.032 0.016 0.001 -0.705
O -0.267451 2.081426 2.140074 -0.098 0.031 -0.057 -0.656
N 0.722302 2.510492 -0.130338 0.497 0.036 0.190 -0.382
S 1.737489 1.717783 -1.012197 -0.766 -0.214 -0.266 0.934
O 1.884206 0.332998 -0.673574 0.234 0.099 0.035 -0.560
O 1.494773 2.036191 -2.388161 0.163 -0.016 0.030 -0.565
F 3.165234 2.351115 -0.720896 0.028 0.052 0.042 -0.280
H -0.425156 6.284864 1.197879 0.044 0.030 -0.024 0.277
H -0.800717 4.828467 0.222197 0.012 0.010 -0.024 0.293
H 0.723576 5.645066 0.002715 0.021 0.002 0.015 0.317
H 2.219484 4.901089 2.967286 -0.036 -0.560 0.379 0.316
O -3.168235 1.579013 6.171497 -0.039 -0.055 -0.014 -0.577
C -2.072489 1.095547 6.105939 0.090 0.124 0.012 0.348
O -1.568911 0.355751 7.127390 0.007 -0.039 0.017 -0.375
C -0.207313 -0.017602 6.841188 0.078 -0.012 -0.041 -0.376
C -0.077302 0.069210 5.326523 -0.007 0.033 -0.046 -0.521
C -1.052898 1.193398 4.993434 -0.040 -0.298 0.085 -0.061
H 0.452079 0.687159 7.353337 0.006 0.010 -0.014 0.250
H -0.037593 -1.014216 7.242519 -0.061 0.002 0.035 0.310
H 0.940217 0.254837 4.991298 -0.004 0.048 0.005 0.324
H -0.417646 -0.861241 4.870045 0.017 -0.012 0.004 0.254
H -0.578980 2.174945 5.041294 -0.039 0.034 -0.073 0.164
H -1.517820 1.085922 4.019508 -0.002 0.194 -0.025 0.254
O 0.756406 4.361463 -6.539220 0.039 0.024 -0.014 -0.586
C 0.508638 3.194171 -6.468577 -0.112 -0.007 0.050 0.486
O 0.193268 2.471084 -7.583168 0.016 -0.026 -0.011 -0.369
C -0.156896 1.127393 -7.216323 -0.018 -0.060 0.035 -0.399
C 0.492752 0.896520 -5.858357 0.007 0.033 0.058 -0.461
C 0.458933 2.295935 -5.250056 0.159 -0.151 -0.307 -0.214
H -1.247179 1.059728 -7.167870 -0.002 -0.009 0.018 0.243
H 0.202301 0.457699 -7.995328 0.011 0.047 -0.037 0.311
H -0.015413 0.140572 -5.264124 -0.029 0.023 0.009 0.320
H 1.527880 0.578452 -5.989250 -0.004 -0.021 -0.004 0.233
H -0.472768 2.491317 -4.716782 0.035 0.045 0.064 0.237
H 1.288069 2.490465 -4.580121 -0.106 0.141 0.100 0.239
O -9.702279 2.928538 6.330161 -0.009 0.042 -0.007 -0.587
C -8.671779 2.410397 6.009760 -0.019 -0.077 0.086 0.510
O -8.461981 1.937627 4.759335 0.013 -0.010 -0.036 -0.350
C -7.181838 1.278221 4.682312 0.091 -0.036 0.007 -0.419
C -6.359603 1.854154 5.827555 -0.115 0.030 0.062 -0.302
C -7.443548 2.149128 6.861549 0.139 0.076 -0.215 -0.427
H -7.348384 0.203864 4.790834 0.000 -0.002 0.016 0.257
H -6.757386 1.470360 3.700481 -0.059 0.035 -0.021 0.309
H -5.573525 1.189419 6.171510 0.004 -0.008 -0.012 0.231
H -5.885459 2.783022 5.511532 0.038 -0.016 -0.007 0.226
H -7.653578 1.287704 7.499010 -0.014 0.020 0.036 0.268
H -7.232707 3.010932 7.488471 -0.073 -0.040 0.090 0.290
O 6.470736 -3.883939 -0.447046 0.026 0.013 0.002 -0.625
C 5.425940 -3.368083 -0.739230 -0.023 -0.101 -0.040 0.461
O 4.623410 -2.791737 0.171275 -0.047 0.001 0.010 -0.355
C 3.386982 -2.350858 -0.448593 -0.086 0.035 -0.084 -0.252
C 3.718055 -2.199920 -1.925457 0.107 -0.044 -0.062 -0.172
C 4.789323 -3.270176 -2.114420 -0.061 0.245 0.055 -0.116
H 2.632887 -3.121679 -0.270546 0.016 -0.023 -0.014 0.192
H 3.063715 -1.421127 0.003491 0.104 -0.024 0.130 0.212
H 2.857619 -2.328097 -2.576418 0.026 0.076 0.134 0.222
H 4.141668 -1.210401 -2.101288 -0.032 0.018 0.014 0.196
H 4.357674 -4.246468 -2.352867 0.029 -0.016 -0.024 -0.009
H 5.541347 -3.024705 -2.859956 0.030 -0.121 -0.016 0.325
O 1.560435 -3.586310 -3.859090 -0.082 -0.066 -0.054 -0.612
C 1.943518 -4.545017 -4.457196 -0.090 -0.006 -0.030 0.601
O 2.930398 -4.472203 -5.385990 0.033 -0.003 -0.019 -0.342
C 3.126515 -5.748940 -6.011796 0.001 -0.065 -0.018 -0.444
C 2.574342 -6.770152 -5.022135 -0.037 0.028 0.059 -0.495
C 1.453704 -5.978188 -4.352680 0.253 -0.087 -0.014 -0.490
H 2.580657 -5.754538 -6.958289 -0.012 -0.015 0.003 0.273
H 4.187656 -5.867774 -6.216053 0.012 0.055 0.017 0.306
H 2.250763 -7.692290 -5.500232 -0.026 0.026 -0.038 0.332
H 3.339322 -7.019836 -4.285827 0.012 -0.009 -0.011 0.274
H 0.509306 -6.051977 -4.894913 -0.025 0.004 0.026 0.296
H 1.287104 -6.241002 -3.311912 -0.110 0.051 0.002 0.277
```
Positions in Å, forces in eV/Å.

E_HOMO, eV: -6.69
Net charge: -1
Multiplicity: 1
M, g/mol: 634.44
Kohn-Sham gap, hartree: 0.3143